1.
Below is a structure of composition C6H9NO at a distorted geometry, with properties calculated with ωB97M-V with the def2-TZVPD basis set.

- net charge = 0
- calculated total energy (hartree) = -363.72629
- LUMO level (Eh) = 0.0145
- Kohn-Sham gap (eV) = 8.8

Positions of all 17 atoms, in Å:
C -1.846 -0.100 0.352
C -0.195 -0.232 0.129
C 1.119 -0.821 0.939
C 1.636 0.071 -0.067
C 1.354 -0.536 -1.534
C 0.080 -0.887 -1.386
H -1.487 1.162 2.239
H -2.341 -0.902 0.574
H -2.159 0.209 -0.622
H 1.565 -1.853 0.986
H 1.119 -0.116 1.952
H 2.749 0.483 -0.002
H 0.202 1.863 0.553
H 2.112 -0.917 -2.357
H -0.560 -1.350 -2.110
N 0.502 0.954 -0.162
O -2.200 1.221 1.166



2.
Below is a structure of composition C18H30AlN5O5P2, with properties calculated with ωB97M-V with the def2-TZVPD basis set.

- net charge = +2
- calculated total energy (hartree) = -2278.90635
- LUMO level (Eh) = -0.2359
- Kohn-Sham gap (eV) = 8.4

Positions of all 61 atoms, in Å:
Al -1.261 -0.777 -0.755
O -4.132 -2.897 -0.527
C -3.430 -1.966 -0.771
O -2.228 -2.041 -1.371
C -3.810 -0.545 -0.419
C -5.125 -0.210 -0.129
C -5.430 1.112 0.079
C -4.429 2.094 -0.060
C -4.714 3.476 0.029
C -3.737 4.401 -0.199
C -2.430 3.986 -0.519
C -2.112 2.656 -0.590
C -3.100 1.683 -0.355
N -2.807 0.346 -0.469
H -5.866 -0.996 -0.090
H -6.441 1.423 0.312
H -5.727 3.784 0.256
H -3.967 5.457 -0.154
H -1.676 4.733 -0.726
H -1.124 2.332 -0.882
C 3.988 0.633 -1.635
N 2.559 0.561 -1.980
C 2.196 1.122 -3.296
P 1.446 0.538 -0.814
O 0.095 0.106 -1.407
O 1.891 -0.619 0.219
P 0.994 -1.832 0.805
O -0.477 -1.437 0.692
N 1.389 -1.887 2.382
C 0.382 -2.195 3.411
C 2.759 -2.305 2.717
N 1.318 -3.046 -0.234
C 0.449 -4.238 -0.196
C 2.711 -3.347 -0.608
N 1.290 1.903 0.062
C 2.273 2.991 -0.038
C 0.579 1.846 1.345
H 4.365 1.657 -1.657
H 4.545 0.046 -2.364
H 4.158 0.213 -0.645
H 2.222 2.214 -3.303
H 1.206 0.778 -3.585
H 2.915 0.758 -4.028
H -0.608 -1.923 3.057
H 0.612 -1.611 4.301
H 0.387 -3.254 3.674
H 3.457 -1.948 1.960
H 2.848 -3.389 2.809
H 3.034 -1.856 3.671
H -0.576 -3.955 0.041
H 0.799 -4.979 0.524
H 0.454 -4.688 -1.188
H 3.297 -2.433 -0.675
H 2.699 -3.821 -1.588
H 3.188 -4.029 0.098
H 2.687 3.035 -1.043
H 3.090 2.878 0.679
H 1.764 3.932 0.164
H -0.307 1.217 1.266
H 0.256 2.852 1.604
H 1.215 1.461 2.146



3.
Below is a structure of composition C29H43FN6O5S at a distorted geometry, with properties calculated with ωB97M-V with the def2-TZVPD basis set.

- net charge = 0
- calculated total energy (hartree) = -2332.98482
- LUMO level (Eh) = 0.0084
- Kohn-Sham gap (eV) = 8.0

Positions of all 85 atoms, in Å:
C 2.744 -4.767 0.041
C 2.546 -3.184 0.303
C 3.213 -2.060 -0.593
C 2.948 -0.503 -0.322
C 1.990 0.004 0.874
C 1.650 1.556 1.165
C 0.695 2.244 -0.001
C 1.808 2.876 -0.985
C 1.294 3.217 -2.482
C 2.511 3.436 -3.561
F 2.478 2.362 -4.548
O -0.079 1.060 -0.440
S -1.482 0.951 0.487
O -2.776 0.673 -0.282
O -1.562 -0.054 1.630
O -1.488 2.448 1.353
C -0.445 3.189 0.652
C -1.232 4.272 -0.257
C -1.897 3.685 -1.614
C -3.505 3.503 -1.568
C -3.867 2.399 -2.737
O -5.192 1.792 -2.541
C 1.381 -1.186 1.780
C 1.638 -2.726 1.519
H 1.687 -5.268 -0.036
H 3.311 -4.872 -0.963
H 3.328 -5.208 0.931
H 3.902 -2.373 -1.458
H 3.478 0.233 -1.030
H 1.088 1.676 2.166
H 2.638 2.176 1.265
H 2.774 2.251 -1.091
H 2.145 3.897 -0.517
H 0.469 2.498 -2.881
H 0.767 4.270 -2.415
H 2.329 4.432 -4.149
H 3.527 3.540 -3.025
H 0.185 3.880 1.359
H -2.120 4.664 0.399
H -0.592 5.203 -0.514
H -1.452 2.657 -1.938
H -1.630 4.431 -2.467
H -3.985 4.502 -1.947
H -3.917 3.161 -0.548
H -3.739 2.855 -3.809
H -3.113 1.501 -2.710
H -5.105 1.034 -1.893
H 0.693 -0.875 2.647
H 1.131 -3.515 2.216
C -4.670 -3.048 0.400
C -3.499 -2.150 0.712
N -2.558 -1.424 0.962
H -4.869 -3.041 -0.674
H -4.450 -4.070 0.715
H -5.560 -2.697 0.929
C 2.864 -3.592 5.351
C 3.740 -3.975 4.186
N 4.440 -4.281 3.256
H 3.413 -3.718 6.286
H 2.556 -2.548 5.256
H 1.975 -4.225 5.371
C -5.165 -7.726 1.503
C -6.061 -6.549 1.213
N -6.776 -5.609 0.981
H -4.492 -7.896 0.660
H -4.571 -7.531 2.398
H -5.767 -8.623 1.664
C 4.677 4.463 1.907
C 3.749 5.360 1.128
N 3.008 6.077 0.505
H 5.300 3.887 1.221
H 5.320 5.065 2.553
H 4.096 3.774 2.525
C -1.706 -9.811 -0.566
C -2.375 -10.105 0.752
N -2.908 -10.346 1.812
H -0.635 -10.009 -0.491
H -2.131 -10.444 -1.348
H -1.857 -8.763 -0.834
C 2.518 9.087 -2.742
C 1.840 7.766 -2.489
N 1.299 6.710 -2.286
H 1.865 9.905 -2.432
H 3.450 9.141 -2.176
H 2.740 9.192 -3.806



Look up the net charge of the first one. 0